1.
# C4H6N2O

A single C4H6N2O molecule (ωB97M-V with the def2-TZVPD basis set, the OMol25 dataset).

Properties
2S+1	1

CARTESIAN COORDINATES (ANGSTROEM)
H 2.78453 -0.29692 -0.10904
H -2.44664 1.73483 -0.66627
C 0.58142 0.01980 -0.00548
H 2.16794 1.32547 -0.47761
C 0.52519 -1.30115 0.27691
C -1.59710 0.17061 -0.10050
N -0.43125 0.85475 -0.20404
N -1.61118 -1.08862 0.21479
O -2.72840 0.85999 -0.34987
H 1.08634 -2.02039 -0.34189
C 2.03119 0.45987 0.16045
H -2.56618 -1.43377 0.39184
H 2.20413 0.71554 1.21070

***

2.
# C4H6N2O

A single C4H6N2O molecule (ωB97M-V with the def2-TZVPD basis set, the OMol25 dataset).

Properties
SMILES	[H]/N=N/[C@@H]1C=CCO1
2S+1	1

CARTESIAN COORDINATES (ANGSTROEM)
C 0.15050 0.79684 0.87653
C 0.85561 -0.50998 0.43788
H -1.04316 2.18052 -0.07124
H -0.62437 0.38513 -2.14931
C -0.39705 1.35109 -0.20809
O 0.77887 -0.53340 -1.02915
H -1.52908 -2.59870 1.35325
H -0.09232 1.07981 1.82567
N -1.00357 -1.90099 0.60870
H 0.85505 1.25551 -2.01966
H 1.95264 -0.57245 0.64330
N 0.06136 -1.56605 1.16416
C 0.03551 0.63267 -1.43205

***

3.
# C4H6N2O2

2 unconnected molecules or ions with the total composition C4H6N2O2 (ωB97M-V with the def2-TZVPD basis set, the OMol25 dataset).

Properties
2S+1	1

CARTESIAN COORDINATES (ANGSTROEM)
H -2.12027 -2.08678 1.58709
C 0.87558 -0.58106 -0.23596
C -1.04401 0.89116 0.09616
O 3.04901 0.22549 0.09076
H 3.91133 -0.64312 0.68828
O -1.61869 1.90574 -0.10780
C -2.26526 -1.60976 0.39379
N 2.11144 -0.72590 -0.42518
C -1.94179 -0.43562 -0.40690
H -3.06859 -2.27529 -0.11524
H 1.23820 1.04252 0.77764
N 0.29820 0.56486 0.49365
H -2.38493 -0.28876 -1.57016
H 0.36702 -1.25953 -0.79311

***

4.
# C4H6N2O2

A molecular structure, C4H6N2O2 (ωB97M-V with the def2-TZVPD basis set, the OMol25 dataset).

Properties
2S+1	1

CARTESIAN COORDINATES (ANGSTROEM)
H 1.13586 2.77411 -0.14825
O 0.35635 -0.85367 1.46024
H -1.68419 0.23996 -1.16337
C -0.06695 2.34941 -0.21399
H -0.31153 1.23558 2.57237
C -0.02393 1.08006 0.30472
C 0.02975 0.59340 1.55485
H -0.52031 2.45790 -1.48053
H -0.94779 3.03191 0.58189
N 0.34806 0.00660 -0.72656
C 0.27913 -1.20454 0.09933
N 0.25163 -2.36653 -0.25194
O -0.77855 -0.09832 -1.80181
H 0.19965 -2.51400 -1.24957

***

5.
# C4H6N2O2

A single C4H6N2O2 molecule (ωB97M-V with the def2-TZVPD basis set, the OMol25 dataset).

Properties
SMILES	C1=NOC2(CC2)ON1
2S+1	1

CARTESIAN COORDINATES (ANGSTROEM)
O 0.19813 -1.28503 -0.63852
C -1.91604 -0.10572 -0.48010
C -1.23478 -0.07221 0.92684
C -0.47784 -0.15454 -0.31829
O 0.24664 0.99555 -0.78729
H 2.04061 1.78947 -0.31752
H -2.22315 -1.04686 -0.91149
C 2.05479 -0.21566 0.09640
H -1.25355 -0.97863 1.51733
N 1.54993 -1.34659 -0.14409
H 3.08559 -0.31257 0.48940
N 1.43812 1.03640 0.01928
H -2.18595 0.85528 -0.93873
H -1.32252 0.84110 1.48680

***

6.
# C4H6N2O2

A single C4H6N2O2 molecule (ωB97M-V with the def2-TZVPD basis set, the OMol25 dataset).

Properties
SMILES	C=N/N=C(\C=O)OC
2S+1	1

CARTESIAN COORDINATES (ANGSTROEM)
O 1.09908 0.01604 1.22667
C 0.30514 -0.39025 0.27647
N -0.51771 0.40062 -0.32333
O 1.40138 -2.35653 0.80398
H -1.19071 1.50293 -2.56033
H -1.58114 -0.19164 -3.34510
H 0.92871 2.00669 1.75738
H 0.64803 0.76393 3.18952
H 0.44464 -2.31442 -0.94017
C 0.69032 -1.81363 -0.02380
C 0.50651 1.08246 2.07065
N -0.96774 -0.35620 -1.51190
C -1.20599 0.42196 -2.47566
H -0.56051 1.22803 1.85563

***

7.
# C4H6N2O2

A single C4H6N2O2 molecule (ωB97M-V with the def2-TZVPD basis set, the OMol25 dataset).

Properties
SMILES	C=C(NC=O)NC=O
2S+1	1

CARTESIAN COORDINATES (ANGSTROEM)
O -2.66972 -1.27058 -0.03497
H -0.86251 2.64955 -0.44506
H -1.05623 -1.14052 1.24692
H 0.67452 -1.17532 -1.04758
C 0.05455 1.12346 0.08595
H 1.97240 0.78369 0.99120
H 0.90650 3.11410 0.05018
O 2.49787 -1.49481 -0.14440
N 1.18606 0.34514 0.44900
C -1.60754 -0.77688 0.34894
H -1.68549 0.83128 -0.95056
C 1.50781 -0.85077 -0.25675
N -1.04233 0.42249 -0.29746
C 0.11507 2.45201 -0.08996

***

8.
# C4H6N2O2

2 unconnected molecules or ions with the total composition C4H6N2O2 (ωB97M-V with the def2-TZVPD basis set, the OMol25 dataset).

Properties
SMILES	CN=C=O.N=C=CO
2S+1	1

CARTESIAN COORDINATES (ANGSTROEM)
H 1.71256 1.16305 0.09946
H 3.12717 0.02947 0.42203
N 1.37816 -0.70370 -0.67697
C 0.77982 -1.57046 -0.13423
O -0.67152 0.90766 1.52449
H -0.76486 1.84532 -0.18126
H 2.86016 0.44924 -1.25570
N -3.29997 -0.32403 -0.57925
C -1.30466 1.04903 0.27302
C -2.29447 0.29182 -0.15358
H -3.19530 -1.04392 -1.23802
O 0.21484 -2.46820 0.32991
C 2.35852 0.31802 -0.33989
H -0.90044 0.05671 1.90999

***

no.,DFT total energy (eV),HOMO-LUMO gap (eV)
1,-9269.79832,8.99
2,-9269.49175,9.77
3,-11313.02729,9.43
4,-11313.68582,9.29
5,-11315.58633,9.91
6,-11317.05556,9.46
7,-11319.32075,9.60
8,-11317.71966,8.95